Entry 1:
86
Properties=species:S:1:pos:R:3:forces:R:3:lowdin_charge:R:1 method="wB97M-V/def2-TZVPD" lumo_energy_ev=1.64 charge=-1 homo_energy_ha=-0.16775 total_energy_ev=-120785.1709 gap_ha=0.2279 fmax_ev_per_a=2.258
Ta 3.548 -1.717 -0.049 -0.5 -0.6 -2.1 1.35
Br 3.023 -3.525 -1.905 0.2 0.4 0.5 -0.05
O -3.010 -5.684 -3.431 -0.1 0.0 -0.1 -0.07
O -5.840 4.338 -0.972 -0.1 -0.1 -0.2 -0.08
O 5.638 1.467 -0.473 -0.2 -0.5 0.1 0.07
O -2.725 -3.104 -2.343 0.0 0.0 -0.2 -0.08
O -7.546 6.446 -1.851 0.0 -0.1 0.0 -0.07
O 6.756 -1.787 0.508 0.3 0.0 -0.3 -0.33
O 6.745 -6.767 -0.380 0.1 0.0 0.1 -0.06
O -1.696 4.140 0.587 -0.1 0.0 0.0 -0.06
O 6.633 -6.425 2.419 0.1 0.1 0.1 -0.07
O -6.218 5.121 1.746 -0.1 0.1 0.0 -0.07
O -2.789 1.740 1.628 0.0 0.1 -0.1 -0.08
O 5.352 2.325 1.580 -0.3 -0.3 -0.6 0.07
O -0.056 -2.590 -0.877 -0.3 0.0 -0.2 -0.13
O -7.029 4.617 4.407 0.0 0.0 -0.1 -0.07
C -3.530 2.571 0.730 0.0 -0.1 0.1 -0.23
C 3.278 0.026 -1.489 -0.2 0.2 0.7 -0.39
C -5.973 6.058 2.780 0.0 -0.1 0.0 -0.24
C -5.974 4.668 -2.340 0.0 0.1 0.2 -0.25
C -2.986 -3.291 -3.726 0.0 0.1 0.1 -0.26
C -2.447 -4.627 -4.192 0.0 -0.1 0.1 -0.26
C -0.993 -0.926 0.592 0.2 -0.4 0.2 -0.07
C 3.384 2.004 0.260 -0.1 0.3 0.0 -0.15
C 2.783 1.404 -1.018 0.1 0.1 -0.2 -0.30
C 0.262 -1.396 -0.150 -0.1 0.2 0.2 -0.54
C 7.358 -7.684 0.501 -0.1 0.1 -0.1 -0.27
C -7.328 5.273 -2.636 0.0 0.1 0.0 -0.24
C 4.869 1.951 0.532 0.3 0.2 0.6 -0.55
C -7.009 5.941 3.874 0.0 0.0 0.0 -0.24
C 1.432 -1.619 0.820 0.3 -0.1 -0.1 -0.36
C 7.770 -7.010 1.793 -0.1 0.0 0.0 -0.25
C 6.811 -2.898 1.363 0.2 0.0 0.3 -0.19
C 5.793 -1.981 -0.550 -0.4 -0.3 0.8 -0.43
C -3.087 4.009 0.845 0.3 0.0 0.1 -0.26
H 8.228 -8.099 -0.011 0.0 0.0 0.0 0.12
H -3.072 1.940 2.525 0.0 0.0 0.1 0.09
H 2.947 1.549 1.157 0.0 0.0 -0.2 0.10
H -4.605 2.485 0.907 0.0 0.0 -0.1 0.11
H -6.506 4.303 2.169 0.0 -0.1 0.0 0.09
H -2.565 -2.476 -4.325 0.0 0.0 0.0 0.12
H 0.415 -3.331 -0.486 0.2 0.1 -0.1 0.04
H 4.226 0.134 -2.028 0.0 -0.1 0.1 0.03
H -3.310 2.194 -0.267 0.0 0.0 0.0 0.13
H -6.257 5.036 -0.450 0.1 0.0 0.2 0.06
H -4.971 5.896 3.201 0.0 0.1 0.0 0.11
H 3.834 -3.101 1.166 0.0 0.3 0.3 -0.12
H 0.505 -0.633 -0.904 0.1 -0.2 0.0 0.10
H 8.270 -7.720 2.462 0.0 0.0 0.0 0.11
H 6.205 -6.176 0.162 -0.1 0.0 -0.1 0.08
H 2.547 -0.345 -2.227 0.1 -0.1 0.1 0.02
H 2.887 2.138 -1.833 0.0 0.0 0.1 0.10
H -3.310 4.384 1.857 -0.1 0.0 0.0 0.11
H 3.120 3.071 0.302 0.0 -0.2 0.1 0.12
H -4.072 -3.279 -3.831 0.0 0.0 0.0 0.12
H 7.764 -2.874 1.908 -0.1 0.1 -0.1 0.08
H 4.117 -0.636 1.291 0.0 -0.2 -0.2 -0.07
H 6.068 -7.132 2.744 -0.1 0.0 0.0 0.09
H -5.837 3.751 -2.914 0.0 0.0 0.0 0.12
H 5.924 -3.001 -0.951 0.0 0.1 0.0 0.01
H 6.323 0.911 -0.061 0.2 0.3 0.0 0.12
H -5.187 5.377 -2.637 0.0 0.0 -0.1 0.12
H 6.669 -8.512 0.732 0.0 0.0 0.0 0.11
H -6.956 7.134 -2.172 0.0 0.0 0.0 0.09
H -8.004 6.105 3.461 0.0 0.0 0.0 0.12
H -8.116 4.578 -2.351 0.0 0.0 0.0 0.12
H 5.988 -2.903 2.089 0.0 -0.1 -0.2 0.05
H 6.084 -1.307 -1.368 -0.1 0.1 0.1 0.04
H 6.775 -3.837 0.789 0.0 0.1 0.1 0.06
H -1.354 -4.636 -4.097 0.0 0.0 0.0 0.12
H -3.036 -5.361 -2.522 0.0 0.0 0.1 0.08
H -1.774 -2.958 -2.223 0.1 0.1 0.4 0.06
H 1.425 -0.773 1.525 0.1 -0.2 0.1 0.03
H -6.223 4.481 4.913 0.0 0.0 0.0 0.09
H 8.451 -6.186 1.582 0.0 0.0 0.0 0.12
H -0.842 0.066 1.023 -0.1 0.0 -0.2 0.06
H -1.872 -0.936 -0.058 0.1 0.1 0.0 0.07
H -6.828 6.680 4.661 0.0 0.0 0.0 0.12
H -7.424 5.496 -3.704 0.0 0.0 0.0 0.12
H 1.706 1.333 -0.820 0.1 0.1 -0.1 0.08
H -3.622 4.622 0.125 0.0 0.0 0.0 0.10
H -2.705 -4.801 -5.238 0.0 0.0 0.0 0.11
H -1.268 3.376 0.990 0.0 0.0 0.0 0.08
H -1.177 -1.619 1.425 -0.1 0.1 -0.1 0.08
H 1.210 -2.533 1.390 0.0 0.2 0.2 0.04
H -5.998 7.052 2.334 0.0 0.0 0.0 0.12



Entry 2:
35
Properties=species:S:1:pos:R:3:forces:R:3:lowdin_charge:R:1 method="wB97M-V/def2-TZVPD" lumo_energy_ev=-3.32 charge=+1 homo_energy_ha=-0.46236 total_energy_ev=-19141.8126 gap_ha=0.3403 fmax_ev_per_a=5.497
O 0.196 1.658 1.489 2.6 2.1 -1.3 -0.05
N -1.603 1.020 0.424 3.3 1.9 2.5 0.13
N 0.152 0.530 2.205 -1.7 -2.1 2.9 0.06
N -2.448 2.568 -1.235 2.3 0.9 0.3 0.02
N -2.064 3.735 -0.470 -2.2 0.2 0.8 0.16
N -0.780 1.970 0.712 -2.8 -3.1 -1.2 -0.01
C 0.751 -2.147 0.107 -2.7 -0.6 -4.8 -0.15
C 3.464 -1.522 -0.617 0.3 0.0 -0.1 -0.21
C 2.962 -2.877 -0.800 -1.8 -2.0 2.1 -0.22
C 2.757 -0.926 0.553 2.7 2.0 2.1 -0.19
C -4.021 1.524 0.291 -0.4 -3.1 0.9 -0.03
C -2.664 1.403 -0.396 -1.8 1.0 -1.0 -0.43
C 1.320 -0.888 0.536 -1.7 0.5 1.2 -0.39
C 0.684 -0.561 1.853 -0.1 1.5 -1.1 -0.04
C 1.511 -2.750 -1.173 -0.3 2.1 2.2 -0.15
H 3.494 -3.506 -1.447 1.0 -0.8 -1.1 0.10
H 3.097 0.117 0.565 0.1 0.0 0.5 0.13
H 1.058 -0.136 -0.150 -0.8 1.1 -1.0 0.13
H 3.051 -1.352 1.560 0.4 0.0 -1.2 0.16
H 0.929 -3.593 -1.243 -0.7 -2.5 -1.1 0.08
H -2.647 0.639 -1.140 -0.7 -0.9 -0.5 0.15
H 3.337 -1.011 -1.586 0.3 0.5 0.6 0.14
H -1.664 4.423 -1.095 -0.1 0.3 -0.1 0.17
H 2.943 -3.365 0.228 0.4 0.1 -1.1 0.15
H 4.470 -1.558 -0.283 1.3 0.2 -0.4 0.11
H 1.421 -2.116 -2.041 -0.4 0.2 -0.4 0.11
H 0.761 -2.925 0.813 -0.1 -0.9 1.2 0.10
H -4.080 0.723 1.152 -0.4 1.2 -2.1 0.14
H -4.242 2.408 0.795 0.5 2.0 1.1 0.04
H -0.354 -1.970 -0.283 1.9 -0.5 1.2 0.16
H -1.326 3.287 0.135 0.5 0.6 0.3 0.08
H -4.841 1.548 -0.460 0.5 -1.0 0.5 0.10
H 0.443 -1.277 2.618 0.5 -0.7 0.2 0.14
H -2.840 4.134 0.167 1.4 -0.4 -1.3 0.20
H -3.226 2.789 -1.785 -1.4 0.3 -0.9 0.11



Entry 3:
108
Properties=species:S:1:pos:R:3:forces:R:3:lowdin_charge:R:1 method="wB97M-V/def2-TZVPD" lumo_energy_ev=0.28 homo_energy_ha=-0.30322 total_energy_ev=-66726.8742 gap_ha=0.3134 fmax_ev_per_a=1.615
P 2.003 1.715 1.002 0.0 1.2 1.1 0.76
F -2.288 3.427 1.816 -0.2 0.2 0.1 -0.06
O -2.643 3.825 4.857 -0.2 -0.1 0.1 -0.13
O -5.058 0.843 5.492 0.1 -0.1 -0.1 -0.13
O 1.312 0.557 -2.096 -0.2 -0.1 0.0 -0.16
O -5.539 1.627 1.223 -0.1 -0.1 0.1 -0.14
O 2.532 -2.342 0.921 0.2 -0.1 0.0 -0.12
O 1.785 -1.764 5.056 0.0 -0.1 0.2 -0.14
O -5.932 -1.908 1.436 0.1 0.0 0.1 -0.12
O 3.870 -6.444 0.946 0.2 -0.1 0.1 -0.13
O 3.097 5.163 -8.647 -0.1 0.1 -0.1 -0.14
O 7.566 -6.095 3.591 0.1 0.0 0.0 -0.13
O -5.927 -0.068 -2.350 0.2 0.0 -0.1 -0.13
O -0.597 -1.407 -5.668 0.1 0.0 -0.1 -0.14
O 1.143 -0.185 2.861 -1.0 0.2 0.3 0.09
O 2.574 1.362 -7.001 -0.1 0.0 0.0 -0.14
O 4.969 -1.096 -0.624 0.1 0.1 -0.2 -0.15
O -3.174 3.090 -1.926 0.1 0.1 0.1 -0.14
N 2.077 2.982 1.985 -0.1 -0.4 -0.3 -0.32
C 2.092 6.104 -9.013 0.1 -0.1 0.0 -0.15
C -1.697 1.125 1.748 -0.2 -0.1 -0.2 -0.17
C -4.559 3.400 -1.802 0.0 -0.3 -0.2 -0.14
C 5.918 -0.729 -1.620 -0.1 -0.1 0.1 -0.15
C 1.651 -2.631 6.175 -0.1 0.1 -0.1 -0.15
C -1.734 2.439 0.996 0.2 -0.4 0.2 -0.18
C -4.800 -0.660 -1.702 -0.3 0.0 0.1 -0.15
C 8.877 -6.440 3.156 -0.1 0.0 0.1 -0.15
C 1.604 2.330 -7.407 0.2 -0.1 0.0 -0.15
C -6.720 2.195 1.784 0.1 0.0 0.0 -0.13
C 4.972 -6.607 1.840 -0.3 0.2 -0.2 -0.17
C 0.367 -1.186 -6.699 -0.2 -0.1 0.1 -0.15
C 0.218 0.050 -2.866 0.2 0.0 0.1 -0.13
C -4.033 4.127 4.794 0.2 0.0 -0.1 -0.15
C -0.670 0.160 1.123 0.0 -0.1 0.2 -0.11
C -3.722 0.419 5.228 -0.1 0.1 0.1 -0.15
C 3.616 -2.498 1.841 -0.1 0.1 0.1 -0.13
C -4.806 -2.185 2.258 -0.1 0.1 -0.1 -0.15
B 0.734 0.441 1.717 0.3 -0.2 -0.5 -0.60
H -4.360 4.362 5.804 0.0 0.0 0.0 0.08
H 1.669 2.056 -0.306 0.2 -0.2 -0.3 -0.02
H 0.955 -1.749 4.572 0.0 0.0 -0.1 0.06
H -5.171 2.534 -2.064 -0.1 0.0 0.1 0.07
H -0.613 0.738 -2.725 0.0 0.0 0.0 0.07
H 3.537 -5.550 1.052 -0.1 0.0 0.0 0.04
H 1.435 2.893 2.763 0.0 0.2 0.1 -0.07
H -0.745 2.772 0.694 0.2 0.2 0.1 0.11
H 8.775 -6.897 2.175 0.0 0.0 0.0 0.08
H -0.082 -0.943 -2.522 0.0 0.0 0.0 0.08
H 0.879 -2.282 6.867 0.0 0.0 0.0 0.08
H -1.519 1.306 2.806 0.2 0.0 0.2 0.11
H 3.990 -3.514 1.732 0.0 0.0 0.0 0.06
H -4.865 2.312 1.208 0.1 0.0 0.0 0.05
H -6.714 -0.412 -1.923 -0.1 0.0 0.0 0.07
H 4.659 -6.462 2.877 0.1 0.0 0.0 0.08
H 3.781 5.184 -9.320 0.1 0.0 0.0 0.07
H 2.058 -0.037 -2.214 0.1 0.0 0.0 0.07
H 2.047 3.324 -7.467 -0.1 0.0 0.0 0.05
H -3.939 -1.582 1.968 0.0 0.0 0.0 0.06
H 1.171 2.067 -8.377 -0.1 0.0 0.0 0.08
H 1.019 -0.380 -6.376 0.0 0.0 0.0 0.05
H -0.116 -0.892 -7.635 0.0 0.0 0.0 0.08
H 1.484 0.429 3.519 0.9 -0.2 0.1 0.11
H 5.778 -5.910 1.608 0.1 0.0 0.1 0.06
H -5.085 1.192 6.386 0.0 0.0 0.0 0.07
H -4.219 4.993 4.152 -0.1 0.0 0.0 0.08
H 2.606 -2.633 6.695 0.0 0.0 0.0 0.08
H -2.355 2.334 0.119 -0.1 0.2 -0.3 0.10
H 3.289 -2.348 2.873 0.0 0.0 0.0 0.07
H 3.254 1.070 0.906 0.0 -0.2 -0.4 -0.01
H -3.020 1.254 5.300 0.0 0.0 0.0 0.07
H -5.023 -2.008 3.315 0.0 0.0 0.0 0.07
H 0.460 -0.002 -3.925 0.0 0.0 0.0 0.06
H 2.232 -1.437 1.029 -0.1 0.0 0.0 0.02
H 1.418 -3.653 5.867 0.0 0.0 0.0 0.08
H -3.707 0.028 4.213 0.0 0.0 0.0 0.06
H 9.517 -5.559 3.067 0.0 0.0 0.0 0.08
H -6.552 2.540 2.807 0.0 0.0 0.0 0.07
H 0.974 -2.078 -6.873 0.0 0.0 0.0 0.08
H 9.349 -7.159 3.829 0.0 0.0 0.0 0.08
H 5.432 -0.394 -2.540 0.0 0.0 0.0 0.07
H -1.172 -2.123 -5.946 -0.1 0.0 0.0 0.07
H 6.500 0.095 -1.216 0.0 0.0 0.0 0.08
H -2.678 0.661 1.671 -0.2 0.0 0.2 0.09
H -0.949 -0.855 1.400 -0.1 -0.2 -0.1 0.11
H 7.636 -5.689 4.458 0.0 0.0 0.1 0.07
H -3.900 -0.276 -2.177 0.0 0.1 -0.1 0.07
H -0.703 0.263 0.041 0.0 -0.1 -0.2 0.09
H -4.843 4.249 -2.428 0.0 0.0 0.0 0.08
H 6.595 -1.554 -1.854 0.0 0.0 0.0 0.08
H 4.439 -1.829 -0.951 -0.1 -0.1 0.1 0.07
H 3.277 1.361 -7.655 0.1 0.0 0.0 0.07
H 4.418 -1.801 1.601 0.1 -0.1 0.1 0.07
H -4.561 -3.235 2.122 0.0 0.0 0.0 0.08
H -6.145 -0.976 1.546 0.0 0.1 0.0 0.05
H 1.328 6.071 -8.240 0.0 0.0 0.0 0.08
H -3.420 -0.376 5.915 0.1 0.0 0.0 0.08
H 0.816 2.326 -6.658 0.0 0.0 0.0 0.08
H -4.821 -1.747 -1.804 0.1 0.0 0.0 0.08
H 1.632 5.851 -9.972 0.0 0.0 0.0 0.08
H -4.791 -0.399 -0.641 0.1 0.0 0.0 0.05
H -4.733 3.657 -0.760 0.0 0.0 0.0 0.07
H 5.339 -7.623 1.724 0.0 0.0 0.0 0.08
H -2.363 3.608 3.962 0.1 0.1 -0.1 0.04
H -7.478 1.416 1.799 0.0 0.0 0.0 0.08
H 2.492 7.119 -9.066 0.0 0.0 0.0 0.08
H -2.978 2.863 -2.837 -0.1 0.0 -0.1 0.08
H -7.089 3.029 1.181 0.0 0.0 0.0 0.08
H -4.606 3.272 4.425 -0.1 0.0 0.1 0.05